Version i
Formula: C5H19NO7
Source: OMol25
Level of theory: wB97M-V/def2-TZVPD

## Properties
- Total charge: 0
- E_LUMO: 0.46 eV
- SMILES: C=CC[C@@H](N)C(=O)O.O.O.O.O.O
- HOMO: -9.75 eV

Structure (XYZ):
```
32
C5H19NO7 (wB97M-V/def2-TZVPD)
C -2.67 0.82 -0.87
C -2.74 -0.42 -0.42
C -1.98 -1.64 -0.97
C -0.47 -1.63 -0.84
N 0.20 -0.49 -1.47
C 0.00 -1.63 0.61
O -0.78 -1.77 1.52
O 1.30 -1.83 0.81
H -1.92 1.14 -1.59
H -3.43 1.57 -0.72
H -3.49 -0.70 0.31
H -2.54 -2.52 -0.66
H -2.27 -1.57 -2.03
H 0.01 -2.47 -1.35
H 0.16 0.38 -0.95
H -0.11 -0.22 -2.39
H 1.88 -1.35 0.18
O -0.25 0.12 3.36
H -1.02 -0.46 3.47
H 0.21 -0.46 2.74
O 1.40 1.66 1.52
H 2.27 1.31 1.71
H 0.82 1.58 2.29
O 3.15 -0.27 -0.94
H 3.37 0.64 -1.17
H 2.45 -0.39 -1.61
O -0.17 2.98 -0.26
H 0.14 2.77 0.63
H -1.10 2.98 0.05
O 1.48 1.97 -2.28
H 0.89 2.51 -2.83
H 1.26 2.40 -1.43
```

The natural (NBO) scheme yields these atomic charges, measured in e: number 1, C, carries -0.434; number 2, C, carries -0.145; number 3, C, carries -0.463; number 4, C, carries -0.159; number 5, N, carries -0.871; number 6, C, carries 0.799; number 7, O, carries -0.601; number 8, O, carries -0.697; number 9, H, carries 0.186; number 10, H, carries 0.201; number 11, H, carries 0.203; number 12, H, carries 0.232; number 13, H, carries 0.218; number 14, H, carries 0.223; number 15, H, carries 0.389; number 16, H, carries 0.377; number 17, H, carries 0.531; number 18, O, carries -0.970; number 19, H, carries 0.485; number 20, H, carries 0.482; number 21, O, carries -0.995; number 22, H, carries 0.496; number 23, H, carries 0.506; number 24, O, carries -0.977; number 25, H, carries 0.485; number 26, H, carries 0.498; number 27, O, carries -0.971; number 28, H, carries 0.496; number 29, H, carries 0.477; number 30, O, carries -0.970; number 31, H, carries 0.470; number 32, H, carries 0.497

Version ii
Formula: C5H19NO7
Source: OMol25
Level of theory: wB97M-V/def2-TZVPD

## Properties
- Total charge: 0
- E_LUMO: 0.34 eV
- SMILES: CC(=O)N[C@@H](C)C=O.O.O.O.O.O
- HOMO: -9.11 eV

Structure (XYZ):
```
32
C5H19NO7 (wB97M-V/def2-TZVPD)
C 2.69 1.40 -0.34
C 1.47 0.78 0.37
O 1.51 0.25 1.55
N 0.15 0.72 -0.09
C -0.31 1.73 -1.08
C -1.48 1.14 -1.74
C -0.56 2.93 0.00
O 0.12 3.50 0.83
H 3.58 1.25 0.30
H 2.52 2.44 -0.27
H 2.88 1.02 -1.35
H -0.55 0.40 0.59
H 0.40 1.97 -1.71
H -1.74 0.15 -1.57
H -2.37 1.48 -1.25
H -1.28 1.35 -2.72
H -1.71 3.12 -0.03
O 0.88 -0.75 -2.58
H 0.31 -0.57 -1.75
H 1.34 -1.55 -2.41
O -2.18 -0.42 1.56
H -1.97 -1.28 1.11
H -2.69 -0.54 2.28
O -0.12 -1.82 2.53
H 0.50 -1.66 3.21
H -0.62 -1.11 2.19
O 0.83 -1.89 -0.18
H 1.07 -2.64 -0.70
H 1.05 -2.03 0.71
O -1.48 -3.41 0.64
H -0.86 -2.78 0.27
H -1.37 -3.18 1.62
```

The natural (NBO) scheme yields these atomic charges, measured in e: number 1, C, carries -0.723; number 2, C, carries 0.716; number 3, O, carries -0.684; number 4, N, carries -0.651; number 5, C, carries -0.126; number 6, C, carries -0.650; number 7, C, carries 0.452; number 8, O, carries -0.511; number 9, H, carries 0.252; number 10, H, carries 0.245; number 11, H, carries 0.250; number 12, H, carries 0.430; number 13, H, carries 0.213; number 14, H, carries 0.234; number 15, H, carries 0.225; number 16, H, carries 0.235; number 17, H, carries 0.081; number 18, O, carries -0.973; number 19, H, carries 0.503; number 20, H, carries 0.459; number 21, O, carries -0.955; number 22, H, carries 0.494; number 23, H, carries 0.485; number 24, O, carries -1.003; number 25, H, carries 0.501; number 26, H, carries 0.491; number 27, O, carries -0.967; number 28, H, carries 0.474; number 29, H, carries 0.511; number 30, O, carries -0.964; number 31, H, carries 0.472; number 32, H, carries 0.485

Least stable: version ii

Version i
Formula: C2H10N2O
Source: OMol25
Level of theory: wB97M-V/def2-TZVPD

## Properties
- Total charge: 0
- E_LUMO: 0.57 eV
- SMILES: CNCN.O
- HOMO: -8.41 eV

Structure (XYZ):
```
15
C2H10N2O (wB97M-V/def2-TZVPD)
C -0.74 -0.33 2.19
N -0.84 -0.03 0.75
C -1.65 1.18 0.47
N -0.80 2.32 0.35
H 0.23 -0.82 2.43
H -0.89 0.47 2.97
H -1.62 -1.01 2.26
H 0.09 0.05 0.26
H -2.59 1.22 1.26
H -2.17 1.00 -0.61
H -0.33 2.59 1.23
H 0.00 2.21 -0.25
O 3.39 -2.79 -3.32
H 2.43 -2.78 -3.03
H 3.54 -1.76 -3.65
```

The natural (NBO) scheme yields these atomic charges, measured in e: number 1, C, carries -0.436; number 2, N, carries -0.665; number 3, C, carries -0.053; number 4, N, carries -0.858; number 5, H, carries 0.204; number 6, H, carries 0.172; number 7, H, carries 0.200; number 8, H, carries 0.349; number 9, H, carries 0.200; number 10, H, carries 0.181; number 11, H, carries 0.353; number 12, H, carries 0.355; number 13, O, carries -0.938; number 14, H, carries 0.470; number 15, H, carries 0.468

Version ii
Formula: C2H10N2O
Source: OMol25
Level of theory: wB97M-V/def2-TZVPD

## Properties
- Total charge: 0
- E_LUMO: 0.69 eV
- SMILES: NCCN.O
- HOMO: -9.37 eV

Structure (XYZ):
```
15
C2H10N2O (wB97M-V/def2-TZVPD)
N -0.47 -0.56 2.20
C -0.72 -0.93 0.74
C -0.51 0.28 -0.19
N -0.75 0.14 -1.65
H -0.27 -1.45 2.70
H 0.33 0.00 2.32
H -1.85 -1.12 0.72
H -0.17 -1.75 0.49
H -1.32 0.99 0.00
H 0.44 0.64 -0.02
H 0.03 0.03 -2.30
H -1.48 -0.43 -2.04
O 2.57 1.79 -0.89
H 2.47 1.15 -1.62
H 1.69 1.20 -0.46
```

The natural (NBO) scheme yields these atomic charges, measured in e: number 1, N, carries -0.838; number 2, C, carries -0.223; number 3, C, carries -0.190; number 4, N, carries -0.873; number 5, H, carries 0.356; number 6, H, carries 0.347; number 7, H, carries 0.183; number 8, H, carries 0.174; number 9, H, carries 0.209; number 10, H, carries 0.137; number 11, H, carries 0.358; number 12, H, carries 0.373; number 13, O, carries -0.901; number 14, H, carries 0.452; number 15, H, carries 0.435

Least stable: version ii

Version i
Formula: C3H5FO
Source: OMol25
Level of theory: wB97M-V/def2-TZVPD

## Properties
- Total charge: 0
- E_LUMO: 0.82 eV
- SMILES: OC/C=C\F
- HOMO: -9.89 eV

Structure (XYZ):
```
10
C3H5FO (wB97M-V/def2-TZVPD)
O -0.85 -1.14 1.77
C 0.09 -0.91 0.76
C -0.33 -0.33 -0.53
C 0.13 0.69 -1.20
F 0.99 1.62 -0.95
H -1.40 -0.33 1.86
H 0.89 -0.25 1.08
H 0.56 -1.86 0.56
H -1.15 -0.58 -1.14
H -0.34 0.90 -2.18
```

The natural (NBO) scheme yields these atomic charges, measured in e: number 1, O, carries -0.695; number 2, C, carries -0.097; number 3, C, carries -0.349; number 4, C, carries 0.270; number 5, F, carries -0.316; number 6, H, carries 0.467; number 7, H, carries 0.163; number 8, H, carries 0.191; number 9, H, carries 0.221; number 10, H, carries 0.144

Version ii
Formula: C3H5FO
Source: OMol25
Level of theory: wB97M-V/def2-TZVPD

## Properties
- Total charge: 0
- E_LUMO: 0.53 eV
- SMILES: O=CCCF
- HOMO: -10.00 eV

Structure (XYZ):
```
10
C3H5FO (wB97M-V/def2-TZVPD)
O 1.48 -0.94 -0.02
C 1.47 0.29 -0.14
C 0.17 0.83 0.42
C -1.13 0.45 -0.40
F -1.62 -0.78 0.13
H 2.24 0.84 -0.50
H 0.11 1.96 0.30
H -0.10 0.53 1.46
H -0.83 0.50 -1.45
H -1.83 1.27 -0.16
```

The natural (NBO) scheme yields these atomic charges, measured in e: number 1, O, carries -0.498; number 2, C, carries 0.401; number 3, C, carries -0.533; number 4, C, carries 0.066; number 5, F, carries -0.363; number 6, H, carries 0.135; number 7, H, carries 0.194; number 8, H, carries 0.257; number 9, H, carries 0.171; number 10, H, carries 0.170

Version iii
Formula: C3H5FO
Source: OMol25
Level of theory: wB97M-V/def2-TZVPD

## Properties
- Total charge: 0
- E_LUMO: 0.89 eV
- SMILES: CO/C=C/F
- HOMO: -8.89 eV

Structure (XYZ):
```
10
C3H5FO (wB97M-V/def2-TZVPD)
C 0.04 -1.58 -1.35
O 1.15 -0.44 -0.84
C 0.04 0.25 -0.28
C -0.14 0.44 1.10
F -0.90 1.48 1.51
H -0.29 -2.30 -0.58
H 0.76 -1.98 -2.27
H -1.08 -1.03 -1.68
H -0.57 0.86 -1.12
H 0.46 -0.04 2.03
```

The natural (NBO) scheme yields these atomic charges, measured in e: number 1, C, carries -0.315; number 2, O, carries -0.528; number 3, C, carries 0.008; number 4, C, carries 0.129; number 5, F, carries -0.343; number 6, H, carries 0.209; number 7, H, carries 0.231; number 8, H, carries 0.217; number 9, H, carries 0.200; number 10, H, carries 0.192

Least stable: version iii

Version i
Formula: C3H5FO
Source: OMol25
Level of theory: wB97M-V/def2-TZVPD

## Properties
- Total charge: 0
- E_LUMO (spin up / spin down): 1.03 / 1.08 eV
- HOMO (spin up / spin down): -7.45 / -7.16 eV

Structure (XYZ):
```
10
C3H5FO (wB97M-V/def2-TZVPD)
C -0.34 0.09 -0.34
C -0.65 2.26 -1.30
C 0.58 -0.76 0.43
O 0.10 1.31 -0.67
F 0.05 3.38 -1.55
H -1.38 -0.17 -0.67
H -1.65 2.01 -1.72
H 1.27 -1.46 -0.13
H 0.18 -1.39 1.12
H 1.41 -0.17 0.85
```

The natural (NBO) scheme yields these atomic charges, measured in e: number 1, C, carries 0.094; number 2, C, carries 0.391; number 3, C, carries -0.684; number 4, O, carries -0.443; number 5, F, carries -0.321; number 6, H, carries 0.157; number 7, H, carries 0.148; number 8, H, carries 0.206; number 9, H, carries 0.221; number 10, H, carries 0.232

Version ii
Formula: C3H5FO
Source: OMol25
Level of theory: wB97M-V/def2-TZVPD

## Properties
- Total charge: 0
- E_LUMO: 0.83 eV
- SMILES: O[C@H]1C[C@@H]1F
- HOMO: -9.85 eV

Structure (XYZ):
```
10
C3H5FO (wB97M-V/def2-TZVPD)
O -1.65 -0.46 0.15
C -0.44 -0.34 -0.45
C 0.17 0.99 -0.07
C 0.83 -0.26 0.46
F 2.08 -0.59 -0.13
H -1.93 -1.44 0.08
H -0.28 -0.64 -1.54
H 0.76 1.57 -0.72
H -0.43 1.56 0.63
H 0.89 -0.39 1.60
```

The natural (NBO) scheme yields these atomic charges, measured in e: number 1, O, carries -0.688; number 2, C, carries 0.055; number 3, C, carries -0.481; number 4, C, carries 0.155; number 5, F, carries -0.366; number 6, H, carries 0.477; number 7, H, carries 0.194; number 8, H, carries 0.229; number 9, H, carries 0.231; number 10, H, carries 0.194

Version iii
Formula: C3H5FO
Source: OMol25
Level of theory: wB97M-V/def2-TZVPD

## Properties
- Total charge: 0
- E_LUMO: 0.56 eV
- SMILES: O=CCCF
- HOMO: -10.15 eV

Structure (XYZ):
```
10
C3H5FO (wB97M-V/def2-TZVPD)
O -2.52 -0.64 -0.34
C -1.43 -0.53 0.29
C -0.14 0.28 -0.33
C 1.24 0.14 0.02
F 1.73 -1.22 -0.25
H -1.41 -0.60 1.39
H -0.26 1.17 0.04
H -0.55 0.18 -1.48
H 1.55 0.17 1.12
H 1.79 1.05 -0.45
```

The natural (NBO) scheme yields these atomic charges, measured in e: number 1, O, carries -0.512; number 2, C, carries 0.442; number 3, C, carries -0.536; number 4, C, carries 0.031; number 5, F, carries -0.394; number 6, H, carries 0.119; number 7, H, carries 0.220; number 8, H, carries 0.245; number 9, H, carries 0.193; number 10, H, carries 0.192

Version iv
Formula: C3H5FO
Source: OMol25
Level of theory: wB97M-V/def2-TZVPD

## Properties
- Total charge: 0
- E_LUMO: 0.86 eV
- SMILES: C[C@@H](F)C=O
- HOMO: -10.07 eV

Structure (XYZ):
```
10
C3H5FO (wB97M-V/def2-TZVPD)
C 1.36 -0.72 -0.30
C 0.47 0.06 0.46
F 0.32 1.30 -0.03
C -0.88 -0.52 0.38
O -1.61 -0.10 -0.48
H 2.39 -0.57 -0.14
H 1.30 -0.30 -1.40
H 1.08 -1.83 -0.27
H 0.79 0.02 1.46
H -1.35 -1.13 1.24
```

The natural (NBO) scheme yields these atomic charges, measured in e: number 1, C, carries -0.640; number 2, C, carries 0.078; number 3, F, carries -0.325; number 4, C, carries 0.396; number 5, O, carries -0.485; number 6, H, carries 0.224; number 7, H, carries 0.240; number 8, H, carries 0.225; number 9, H, carries 0.167; number 10, H, carries 0.119

Least stable: version i

Version i
Formula: C3H2F2O
Source: OMol25
Level of theory: wB97M-V/def2-TZVPD

## Properties
- Total charge: 0
- E_LUMO: 1.14 eV
- HOMO: -10.08 eV

Structure (XYZ):
```
8
C3H2F2O (wB97M-V/def2-TZVPD)
C -3.20 0.28 -0.54
C 0.42 -0.55 -0.11
C 1.56 -0.03 0.28
O -2.72 1.23 -0.19
F -0.05 -1.50 0.66
F 2.12 1.11 -0.36
H -0.37 -0.11 -0.80
H 2.24 -0.43 1.06
```

The natural (NBO) scheme yields these atomic charges, measured in e: number 1, C, carries 0.499; number 2, C, carries 0.143; number 3, C, carries 0.141; number 4, O, carries -0.495; number 5, F, carries -0.318; number 6, F, carries -0.349; number 7, H, carries 0.186; number 8, H, carries 0.193

Version ii
Formula: C3H2F2O
Source: OMol25
Level of theory: wB97M-V/def2-TZVPD

## Properties
- Total charge: 0
- E_LUMO: 1.04 eV
- HOMO: -9.20 eV

Structure (XYZ):
```
8
C3H2F2O (wB97M-V/def2-TZVPD)
C -0.56 0.60 -0.02
C -0.91 -0.69 0.10
C 0.93 0.24 -0.09
O 0.22 -1.40 -0.14
F 1.67 0.44 -1.06
F 1.59 0.26 1.08
H -1.04 1.60 -0.16
H -1.91 -1.04 0.29
```

The natural (NBO) scheme yields these atomic charges, measured in e: number 1, C, carries -0.492; number 2, C, carries 0.217; number 3, C, carries 0.963; number 4, O, carries -0.568; number 5, F, carries -0.252; number 6, F, carries -0.304; number 7, H, carries 0.240; number 8, H, carries 0.197

Version iii
Formula: C3H2F2O
Source: OMol25
Level of theory: wB97M-V/def2-TZVPD

## Properties
- Total charge: 0
- E_LUMO (spin up / spin down): 0.22 / -0.92 eV
- HOMO (spin up / spin down): -9.91 / -8.13 eV

Structure (XYZ):
```
8
C3H2F2O (wB97M-V/def2-TZVPD)
C -1.69 1.41 -0.80
C 0.85 -0.46 -0.13
C 1.04 -0.97 1.05
O -1.44 2.56 -0.91
F 1.48 -0.57 -1.27
F 0.31 -0.67 2.10
H -2.39 0.57 -1.28
H 1.84 -1.86 1.24
```

The natural (NBO) scheme yields these atomic charges, measured in e: number 1, C, carries 0.350; number 2, C, carries 0.364; number 3, C, carries 0.018; number 4, O, carries -0.459; number 5, F, carries -0.294; number 6, F, carries -0.312; number 7, H, carries 0.154; number 8, H, carries 0.180

Least stable: version iii

Version i
Formula: H3N2OP
Source: OMol25
Level of theory: wB97M-V/def2-TZVPD

## Properties
- Total charge: 0
- E_LUMO (spin up / spin down): -1.06 / -0.60 eV
- HOMO (spin up / spin down): -10.02 / -10.10 eV

Structure (XYZ):
```
7
H3N2OP (wB97M-V/def2-TZVPD)
N 0.03 -0.81 0.29
N 1.71 0.36 -0.83
O -2.13 0.25 1.05
P -0.71 0.53 0.41
H 2.04 -0.64 -0.85
H 1.41 0.79 -1.70
H -2.34 -0.48 1.63
```

The natural (NBO) scheme yields these atomic charges, measured in e: number 1, N, carries -0.804; number 2, N, carries -0.655; number 3, O, carries -1.011; number 4, P, carries 1.270; number 5, H, carries 0.357; number 6, H, carries 0.328; number 7, H, carries 0.515

Version ii
Formula: H3N2OP
Source: OMol25
Level of theory: wB97M-V/def2-TZVPD

## Properties
- Total charge: 0
- E_LUMO: 0.22 eV
- SMILES: NNP=O
- HOMO: -9.75 eV

Structure (XYZ):
```
7
H3N2OP (wB97M-V/def2-TZVPD)
N 0.41 -0.97 -0.77
N 0.21 0.14 0.00
P -0.95 0.62 1.04
O -0.47 1.97 1.38
H 0.16 -1.71 -0.06
H -0.20 -1.07 -1.56
H 0.83 1.03 -0.03
```

The natural (NBO) scheme yields these atomic charges, measured in e: number 1, N, carries -0.632; number 2, N, carries -0.827; number 3, P, carries 1.393; number 4, O, carries -1.051; number 5, H, carries 0.353; number 6, H, carries 0.353; number 7, H, carries 0.412

Least stable: version i